{
  "formula": "C27H44N7RuSSi4Te",
  "method": "ωB97M-V/def2-TZVPD",
  "homo_energy_ev": [-5.381, -7.263],
  "multiplicity": 6,
  "gap_ev": [5.7, 5.5],
  "total_energy_ha": -3357.28901,
  "species": ["Ru", "N", "C", "S", "N", "N", "C", "C", "C", "C", "C", "C", "N", "H", "H", "H", "H", "H", "H", "H", "C", "C", "C", "C", "C", "C", "N", "N", "C", "C", "C", "C", "C", "N", "H", "H", "H", "H", "H", "H", "H", "H", "H", "C", "Si", "C", "C", "Si", "Te", "Si", "C", "C", "C", "Si", "C", "C", "C", "H", "H", "H", "H", "H", "H", "H", "H", "H", "H", "H", "H", "H", "H", "H", "H", "H", "H", "H", "H", "H", "H", "H", "H", "H", "H", "H", "H"],
  "positions_angstrom": [[0.000000, 0.000000, 0.000000], [-2.632600, 2.387200, 2.114800], [-1.655100, 1.584300, 1.616300], [-1.422800, 1.855600, -0.065000], [-0.997000, 0.780900, 2.406700], [0.036000, 0.012900, 1.855000], [-0.336300, -1.210100, 1.696100], [0.531800, -2.132700, 0.974300], [0.622800, -3.462100, 1.359700], [1.502800, -4.279300, 0.655200], [2.229200, -3.743600, -0.406400], [2.046900, -2.405200, -0.723200], [1.214600, -1.587500, -0.053700], [-2.747700, 3.140200, 1.446400], [-2.378100, 2.693800, 3.040300], [-1.297600, -1.593700, 2.077100], [0.054400, -3.839400, 2.200800], [1.628000, -5.320600, 0.935100], [2.923700, -4.351100, -0.974800], [2.582300, -1.937600, -1.544000], [2.384000, 1.732700, -4.852100], [2.568500, 1.866800, -3.478700], [1.693800, 1.231100, -2.593400], [0.624300, 0.453800, -3.058700], [0.455000, 0.330700, -4.446900], [1.327800, 0.965100, -5.337400], [-0.202200, -0.147000, -2.085500], [-1.136200, -0.825800, -2.558000], [-1.951000, -1.418000, -1.566400], [-3.024400, -2.198200, -1.987200], [-3.848200, -2.796900, -1.036600], [-3.578700, -2.601100, 0.311200], [-2.493400, -1.812200, 0.651300], [-1.680200, -1.221200, -0.249900], [3.062500, 2.225800, -5.543500], [3.390400, 2.464200, -3.093100], [1.843600, 1.339900, -1.521400], [-0.360900, -0.262300, -4.850200], [1.180400, 0.857900, -6.408800], [-3.213400, -2.335500, -3.046300], [-4.690000, -3.408800, -1.347400], [-4.198100, -3.051300, 1.079000], [-2.239200, -1.627500, 1.691300], [4.442200, 6.775400, 0.885900], [3.789500, 5.042200, 0.661700], [3.960800, 4.116600, 2.275800], [4.869600, 4.155700, -0.573400], [1.635500, 5.045500, -0.016600], [0.872100, 2.684100, 0.000000], [1.419200, 5.788100, -2.138200], [2.270100, 4.622600, -3.324700], [2.140800, 7.496400, -2.345400], [-0.376100, 5.835600, -2.641100], [0.301700, 6.174200, 1.414100], [0.633700, 8.009400, 1.358800], [0.552900, 5.577800, 3.162900], [-1.495500, 5.870200, 1.004300], [5.502400, 6.726900, 1.208700], [3.850500, 7.297700, 1.662500], [4.377900, 7.330200, -0.070000], [5.031100, 4.089200, 2.566400], [3.588900, 3.079700, 2.148600], [3.390100, 4.617600, 3.076000], [5.905900, 4.106600, -0.180800], [4.882300, 4.715300, -1.526300], [4.486600, 3.127100, -0.734800], [3.354500, 4.584900, -3.124000], [2.113500, 4.982900, -4.362000], [1.837900, 3.606500, -3.220100], [3.222400, 7.473300, -2.110600], [1.626300, 8.208000, -1.671800], [2.004000, 7.824400, -3.396200], [-0.828600, 4.832000, -2.507400], [-0.446600, 6.134000, -3.707300], [-0.913700, 6.584800, -2.031700], [1.687600, 8.212100, 1.630200], [-0.034100, 8.522200, 2.080800], [0.428800, 8.392800, 0.340200], [1.578800, 5.819400, 3.495100], [0.378200, 4.483300, 3.213200], [-0.164400, 6.097400, 3.830600], [-1.736000, 6.251900, -0.002700], [-2.130800, 6.398000, 1.744700], [-1.706700, 4.782400, 1.049000], [1.827700, 0.000000, 0.000000]],
  "atomic_forces_ev_per_a": [[4.259, 3.951, -7.272], [-0.097, 0.520, 0.360], [0.784, -0.887, 1.204], [-2.564, -1.330, -0.593], [-0.641, 1.193, 0.815], [-1.351, 4.021, 2.105], [2.151, -6.412, 2.614], [-1.125, -0.095, 3.035], [0.933, -1.519, -0.789], [-0.943, 0.075, 0.848], [0.138, 0.764, -0.343], [0.354, 0.404, -0.498], [0.430, -3.520, 0.460], [-0.551, 0.184, 0.576], [-0.404, 0.198, 0.345], [4.106, 0.602, 1.622], [0.012, 0.114, -0.060], [-0.022, 0.117, -0.018], [-0.077, 0.197, 0.014], [-0.036, -0.093, -0.008], [0.105, -0.123, -0.190], [-0.035, -1.339, 0.065], [0.921, -0.261, -0.608], [0.597, 0.446, 0.187], [-0.235, -0.104, -0.381], [-0.055, -0.014, 0.666], [2.799, 2.196, 0.172], [-4.355, -3.328, 0.524], [1.413, 1.156, -2.122], [-1.301, -0.952, 0.535], [0.457, 0.287, -1.332], [0.530, 0.377, 0.548], [-2.038, -0.404, -0.833], [-1.563, -0.551, -0.723], [-0.096, -0.049, 0.091], [-0.095, -0.469, -0.065], [0.388, -0.538, -1.197], [0.099, 0.075, 0.230], [-0.020, -0.018, 0.179], [0.175, 0.121, 0.138], [0.127, 0.087, -0.012], [0.152, 0.137, -0.018], [-3.266, -0.258, -1.601], [0.112, 0.430, 0.033], [0.878, -0.322, 0.455], [0.060, -0.199, 0.316], [0.249, -0.148, -0.327], [0.106, 0.336, -0.158], [2.016, 1.340, 1.320], [-0.041, 0.076, -1.110], [-0.160, 0.349, -0.031], [0.147, 0.426, 0.019], [-0.412, 0.066, -0.074], [-0.607, 0.202, 0.682], [0.064, 0.404, -0.088], [0.030, -0.106, 0.392], [-0.454, -0.011, -0.100], [-0.512, 0.134, -0.150], [0.381, -0.075, -0.396], [0.073, -0.083, 0.553], [-0.523, -0.056, -0.074], [0.186, 0.503, 0.225], [0.235, -0.351, -0.205], [-0.479, -0.063, -0.253], [0.086, -0.401, 0.285], [0.302, 0.496, -0.065], [-0.408, -0.096, -0.182], [0.079, -0.245, 0.426], [0.132, 1.386, -0.136], [-0.485, 0.211, -0.132], [0.393, -0.156, -0.355], [0.120, -0.065, 0.537], [0.054, 0.570, -0.087], [-0.062, -0.197, 0.513], [0.022, -0.384, -0.326], [-0.523, 0.088, -0.192], [0.367, -0.147, -0.377], [0.168, 0.011, 0.538], [-0.456, -0.244, 0.034], [0.208, 0.538, 0.136], [0.354, -0.309, -0.233], [-0.070, -0.268, 0.397], [0.209, -0.309, -0.366], [0.063, 0.636, -0.123], [-1.959, 1.077, 0.007]]
}

{
  "formula": "C34H52BCl5IrN4P2S",
  "method": "ωB97M-V/def2-TZVPD",
  "homo_energy_ev": -9.898,
  "total_charge": 1,
  "gap_ev": 6.0,
  "total_energy_ha": -5056.75981,
  "species": ["Ir", "C", "C", "C", "C", "P", "C", "N", "B", "N", "C", "P", "C", "C", "C", "C", "C", "C", "C", "C", "C", "C", "C", "C", "C", "C", "C", "C", "C", "C", "H", "H", "H", "H", "H", "H", "H", "H", "H", "H", "H", "H", "H", "H", "H", "H", "H", "H", "H", "H", "H", "H", "H", "H", "H", "H", "H", "H", "H", "H", "H", "H", "H", "H", "H", "H", "H", "H", "H", "H", "H", "H", "H", "H", "Cl", "C", "C", "C", "Cl", "C", "Cl", "C", "Cl", "C", "Cl", "S", "C", "N", "C", "C", "C", "N", "H", "H", "H", "H", "H", "H", "H", "H"],
  "positions_angstrom": [[0.399510, -0.063975, 1.581903], [2.410388, 1.869579, -4.202943], [1.048952, 1.642349, -3.538609], [0.977028, 2.542938, -2.293654], [-0.073085, 2.044514, -4.495481], [1.083664, -0.134444, -2.898622], [-0.671179, -0.556438, -2.322701], [-1.191554, 0.367401, -1.327989], [-0.760191, 0.684910, 0.012675], [-1.475111, 1.887098, 0.358507], [-1.442571, 2.628348, 1.591279], [-0.307420, 1.773786, 2.790375], [-1.455703, 1.553999, 4.249723], [-2.354449, 0.370566, 3.887527], [-2.318928, 2.777486, 4.574441], [-0.622551, 1.170967, 5.481781], [1.056898, 3.024032, 3.060067], [0.558361, 4.408663, 3.482672], [2.065212, 2.531253, 4.102877], [1.760590, 3.112283, 1.694919], [-2.345643, 2.220470, -0.662380], [-3.254600, 3.265193, -0.757484], [-4.038819, 3.335172, -1.896333], [-3.921738, 2.374933, -2.900946], [-3.013080, 1.333555, -2.806567], [-2.201876, 1.264261, -1.678949], [1.264648, -1.355743, -4.338740], [0.656938, -0.927426, -5.673039], [0.611821, -2.677353, -3.916671], [2.767298, -1.608025, -4.511466], [2.506412, 2.925912, -4.464201], [2.528007, 1.293705, -5.119099], [3.230259, 1.613365, -3.528812], [1.342630, 3.538505, -2.557507], [1.597364, 2.158651, -1.480222], [-0.044782, 2.654765, -1.931837], [-0.095645, 3.134621, -4.583928], [-1.050603, 1.739805, -4.133604], [0.069997, 1.644739, -5.495610], [-0.658139, -1.567029, -1.923197], [-1.326648, -0.557265, -3.193795], [-2.447454, 2.638567, 2.018712], [-1.151997, 3.669881, 1.440837], [-2.926652, 0.545821, 2.973920], [-3.060781, 0.204113, 4.703738], [-1.771805, -0.535485, 3.745089], [-3.136955, 2.914621, 3.869637], [-1.748754, 3.702867, 4.622386], [-2.767128, 2.618295, 5.557359], [-0.209706, 2.049736, 5.976040], [-1.262260, 0.655128, 6.199668], [0.202141, 0.498198, 5.233084], [0.264871, 4.423456, 4.531363], [-0.274655, 4.778618, 2.887134], [1.380545, 5.117651, 3.364595], [1.690909, 2.650925, 5.117412], [2.977056, 3.125896, 4.015997], [2.333941, 1.491385, 3.961961], [1.116505, 3.535725, 0.921612], [2.103945, 2.130915, 1.349278], [2.638709, 3.753093, 1.790555], [-3.363128, 3.991104, 0.037148], [-4.753504, 4.138671, -2.005251], [-4.558266, 2.438593, -3.772584], [-2.964882, 0.591608, -3.591186], [-0.400924, -0.676012, -5.580101], [0.735301, -1.755104, -6.384129], [1.179545, -0.079940, -6.110796], [-0.476846, -2.625699, -3.931373], [0.933627, -2.983668, -2.918110], [0.911989, -3.458705, -4.619264], [2.923748, -2.422183, -5.223955], [3.229580, -1.885850, -3.563076], [3.288525, -0.731113, -4.891225], [-2.248362, -2.403617, 1.881923], [-0.708487, -2.756297, 2.592356], [0.281194, -1.782622, 2.575925], [1.504790, -2.096350, 3.160507], [2.689632, -0.810626, 3.133880], [1.787595, -3.337979, 3.697168], [3.336149, -3.665326, 4.351753], [0.782147, -4.311722, 3.688559], [1.098116, -5.866810, 4.341924], [-0.471935, -4.011337, 3.158198], [-1.727043, -5.183692, 3.213538], [1.771067, -1.528852, 0.132266], [1.133415, -3.108303, -0.023626], [-0.158535, -3.340302, -0.233421], [-0.723965, -4.669728, -0.443147], [0.329447, -5.536299, -1.111780], [1.572721, -5.524500, -0.240230], [1.982142, -4.136569, -0.042500], [-0.781035, -2.561326, -0.073791], [-1.614855, -4.568496, -1.061705], [-1.027836, -5.104900, 0.515138], [0.574896, -5.124949, -2.092699], [-0.038482, -6.551278, -1.246661], [2.396217, -6.063163, -0.705449], [1.365728, -5.988157, 0.728923], [2.948381, -3.918034, 0.142119]],
  "atomic_forces_ev_per_a": [[3.268, 0.013, -1.397], [0.020, 0.019, 0.039], [-0.254, -0.260, -0.065], [0.025, 0.004, -0.005], [0.088, 0.116, -0.048], [0.200, -0.076, 0.257], [0.188, 0.362, -0.383], [-0.001, -0.275, 0.004], [-1.026, -0.387, 0.747], [0.101, 0.160, 0.082], [-0.207, -0.211, 0.112], [-1.254, 0.396, -0.088], [0.386, -0.199, 0.141], [-0.071, 0.081, -0.024], [0.068, 0.006, 0.053], [0.047, 0.001, -0.019], [0.008, -0.198, 0.008], [0.023, -0.011, -0.002], [0.007, 0.112, 0.036], [-0.112, 0.027, -0.028], [0.026, -0.051, -0.114], [-0.006, -0.029, -0.010], [0.003, 0.002, -0.024], [-0.048, 0.021, 0.008], [-0.021, -0.068, 0.088], [0.054, 0.264, -0.016], [-0.093, 0.251, 0.031], [-0.027, -0.150, -0.015], [0.082, -0.026, 0.015], [-0.027, -0.034, -0.017], [0.005, 0.028, -0.006], [-0.014, -0.006, -0.028], [0.021, -0.002, 0.007], [-0.013, 0.037, -0.002], [0.043, 0.017, -0.001], [-0.003, -0.015, 0.015], [0.013, 0.030, -0.018], [-0.010, -0.002, -0.011], [-0.007, -0.031, -0.016], [0.122, 0.010, -0.076], [-0.160, -0.066, 0.122], [0.031, 0.086, 0.024], [0.076, -0.047, -0.112], [-0.007, 0.004, -0.019], [-0.033, 0.013, -0.004], [0.015, -0.004, 0.081], [-0.014, -0.015, -0.017], [0.007, 0.001, 0.030], [-0.031, 0.002, 0.002], [0.029, 0.003, -0.005], [-0.019, 0.033, 0.033], [-0.014, -0.050, 0.000], [-0.011, -0.007, 0.008], [0.006, 0.019, -0.034], [0.012, 0.014, 0.030], [-0.002, -0.012, -0.004], [-0.004, 0.027, 0.015], [0.038, -0.049, -0.012], [-0.012, -0.005, -0.022], [0.049, 0.007, 0.022], [0.004, 0.028, -0.023], [0.038, 0.036, 0.003], [-0.031, -0.003, 0.005], [-0.014, 0.002, -0.012], [0.025, 0.011, -0.025], [-0.012, 0.022, -0.002], [-0.001, -0.014, -0.024], [-0.006, 0.035, 0.009], [-0.029, -0.003, 0.006], [0.034, -0.001, 0.040], [0.003, -0.022, -0.007], [0.010, -0.002, -0.037], [0.007, -0.028, 0.012], [0.021, 0.030, 0.014], [-0.037, -0.038, 0.000], [0.013, 0.175, 0.233], [-0.815, -0.258, 0.013], [-0.156, 0.171, 0.146], [-0.231, -0.361, 0.194], [-0.069, 0.012, 0.081], [-0.005, -0.004, -0.020], [0.031, -0.007, 0.008], [0.001, 0.000, -0.002], [0.014, 0.031, 0.080], [0.003, -0.022, -0.006], [-0.301, 0.475, 0.187], [-0.192, -0.188, -0.218], [0.060, 0.080, 0.047], [-0.010, -0.124, 0.069], [-0.007, 0.028, 0.051], [-0.033, -0.057, -0.049], [0.119, 0.108, 0.066], [0.023, -0.003, -0.104], [0.032, 0.051, -0.011], [-0.015, 0.026, -0.084], [-0.039, -0.061, -0.033], [-0.003, -0.012, 0.047], [0.003, 0.032, -0.009], [0.030, -0.020, -0.007], [-0.020, -0.005, -0.005]]
}